Record 1
The following is a quantum chemistry calculation of a 4-piece molecular cluster, C17H19IN4O2 overall, from OMol25.

Results
SMILES: O=C1NC(=O)c2cc(CCCI)ccc21.CC#N.CC#N.CC#N
E_HOMO, eV: -8.86

Each line ends with the natural charge from an NBO analysis.
CARTESIAN COORDINATES (ANGSTROEM)
C 1.03195 -1.28432 -0.79015  -0.19
H 1.67203 -1.53463 -1.73957  0.25
C 1.44981 1.50537 -1.32123  -0.46
H -0.20824 1.96060 1.20930  0.26
C 5.78015 -2.12229 -1.81299  -0.71
H 5.49934 -3.13865 -2.10255  0.26
H 2.83190 3.96788 -0.34646  0.23
C -0.04809 0.81445 0.94739  -0.19
H 0.86931 2.53560 -1.16269  0.23
N -2.58252 -0.12092 -1.30822  -0.38
H 6.78966 -2.13764 -1.39307  0.26
C -0.46382 -1.92147 1.49519  -0.15
H -5.37331 -1.40156 -0.05351  0.28
C -0.66890 -0.35224 1.92277  -0.13
H -4.06424 -1.97745 1.00716  0.25
O -2.17804 0.73869 3.88629  -0.51
H 4.59345 3.21899 -0.21086  0.24
C 3.58784 3.19913 -0.85313  -0.55
H 0.47237 -3.60924 -0.01772  0.26
H -5.33807 3.79579 -0.74767  0.25
H -0.26127 -1.72484 4.22858  0.41
C -5.77112 1.68615 -0.71233  0.31
I 4.13692 3.81160 -2.88055  0.07
C 0.79123 0.28601 -0.38530  0.05
C -1.27144 -2.69388 2.69459  0.66
N -6.41720 0.68070 -1.11444  -0.37
N 3.98439 -1.14297 0.07115  -0.35
H 2.93311 1.41935 0.41577  0.24
H 5.77355 -1.48434 -2.70113  0.26
C 4.79863 -1.58695 -0.78321  0.29
H -4.38285 -2.79890 -0.54007  0.26
H 3.72279 0.85331 -1.24755  0.24
H -5.14025 3.03054 0.84782  0.26
H -3.92602 2.75995 -0.42601  0.27
N -1.26389 -1.70120 3.87327  -0.73
C -3.39187 -0.89592 -0.72997  0.32
C 0.35784 -2.45764 0.18175  -0.17
H 1.41218 1.24664 -2.46648  0.24
C -4.36755 -1.83017 -0.03310  -0.72
C -4.99246 2.89820 -0.22752  -0.72
O -1.88102 -3.88094 2.74452  -0.52
C 3.01217 1.66740 -0.74840  -0.43
C -1.50846 -0.27818 3.33031  0.67

---

Record 2
The following is a quantum chemistry calculation of a single C4H5N3O2S molecule, from OMol25.

Results
ΔE to the lowest compared entry with this formula, charge and spin, kcal/mol: 137.0
E_HOMO, eV: -8.72

Each line ends with the natural charge from an NBO analysis.
CARTESIAN COORDINATES (ANGSTROEM)
H 0.95903 -2.02568 -0.21385  0.21
H 1.01946 -1.65130 1.60835  0.19
H -0.82585 -1.96763 1.54010  0.44
S 2.26191 1.72887 0.17155  -0.08
N -1.89545 0.47050 -1.66449  0.18
C -1.01142 -0.12007 0.77441  0.37
N 0.37825 -0.09771 0.41570  -0.52
O -2.55094 -0.33397 -2.27867  -0.39
N -0.14322 1.83269 -0.69329  -0.61
C 1.27847 -1.20481 0.61804  -0.44
H 2.23332 -0.80807 0.42875  0.26
C -1.14775 1.35646 -1.42216  0.32
O -1.46390 -1.12829 1.34827  -0.62
H 0.12294 2.79234 -0.67793  0.43
C 0.78516 1.15667 0.04522  0.25